# 1
Entry from the OMol25 dataset: a 7-piece molecular cluster, C6H25NO7 overall (wB97M-V/def2-TZVPD).

Each line ends with the natural charge from an NBO analysis.
Cartesian coordinates (Å):
O 1.1580 -0.9981 -2.5291  -0.64
C 0.3481 -0.1235 -2.2135  0.69
N 0.2654 0.4153 -0.9370  -0.63
C -0.6839 1.5081 -0.5966  -0.24
C -0.7969 1.9656 0.8475  -0.44
C -2.0069 1.2898 1.5051  -0.41
C -3.3315 1.8641 1.0206  -0.63
C -0.4117 0.5720 -3.2983  -0.72
H 0.8044 0.0552 -0.2303  0.39
H -1.6228 1.2798 -1.1994  0.20
H -0.2282 2.2667 -1.3847  0.20
H -0.6285 3.0757 0.8950  0.23
H 0.1062 1.6306 1.3762  0.22
H -1.9619 1.5084 2.6805  0.20
H -1.8908 0.2816 1.6810  0.22
H -3.7944 1.2049 0.2702  0.21
H -3.3165 2.8161 0.4407  0.22
H -4.1437 1.9791 1.8238  0.22
H 0.1241 1.2318 -3.9162  0.25
H -1.2008 1.2289 -2.9179  0.21
H -0.8080 -0.3261 -3.7084  0.25
H -0.7833 -3.7630 -2.0266  0.48
H -0.6718 -2.3341 -1.7265  0.47
O -1.3860 -2.9956 -1.8007  -0.95
H -1.3526 -2.8350 0.3934  0.49
H -2.6623 -3.6993 0.8186  0.48
O -1.7628 -3.4812 0.9927  -0.98
H 2.6287 -0.6914 1.7930  0.50
H 3.4481 0.2495 1.1116  0.47
O 3.1935 0.1024 2.0785  -0.99
H 2.0781 0.1652 3.5483  0.49
H 1.4519 0.9469 4.4771  0.46
O 1.2022 0.3156 3.8767  -0.96
H 2.4670 1.9505 -1.1434  0.47
H 3.1638 2.0925 -2.4710  0.47
O 2.3353 1.9341 -2.1365  -0.93
H 0.9022 -2.0281 2.5083  0.49
H 0.5212 -0.7769 1.9393  0.48
O 1.1108 -1.4863 1.7605  -0.94

Forces on atoms 1 to 3 (eV/Å):
O -1.02 0.02 0.90
C 2.55 1.56 0.84
N -2.43 -0.20 -1.64

HOMO energy: -9.31 eV
LUMO level: 0.007 hartree
Largest force on an atom: 0.1165 Eh/bohr
Gap between HOMO and LUMO: 9.51 eV
Charge: 0
Relative energy (zero: lowest compared OMol25 entry of this formula, charge and spin): 88.1 kcal per mole
SMILES: CCCCNC(C)=O.O.O.O.O.O.O

---

# 2
Entry from the OMol25 dataset: a 7-piece molecular cluster, C6H26O10 overall (wB97M-V/def2-TZVPD).

Each line ends with the natural charge from an NBO analysis.
Cartesian coordinates (Å):
O -0.0692 0.1264 -2.0319  -0.98
H -0.3723 -0.7526 -1.8043  0.50
H -0.8653 0.6574 -2.0510  0.49
O 0.6939 -0.3157 3.7481  -0.96
H 0.0826 0.3015 4.1500  0.46
H 0.6463 -0.1250 2.8113  0.49
O -0.2531 0.4619 1.3310  -0.99
H -0.7426 1.1380 0.8624  0.50
H -0.2552 -0.2900 0.7387  0.50
O -2.6271 1.0562 3.2300  -0.95
H -2.1832 1.8076 3.6232  0.46
H -1.9526 0.6280 2.7027  0.48
C -2.4838 -3.1671 -1.0829  -0.09
C -1.0962 -3.5722 -0.5784  -0.10
O -0.2514 -2.4276 -0.4321  -0.76
O -2.7601 -3.3960 -2.4484  -0.71
H -2.6325 -2.0927 -0.9755  0.17
H -3.2247 -3.6027 -0.4124  0.17
H -0.5831 -4.2402 -1.2703  0.18
H -0.9502 -4.1451 0.3373  0.18
H 0.6581 -2.7328 -0.4681  0.49
H -3.6274 -3.0197 -2.6150  0.47
C 0.0817 3.3413 -1.0397  -0.10
C -1.4661 3.2182 -1.1293  -0.09
O -1.9979 2.0043 -0.6867  -0.76
O 0.5394 3.6881 0.2308  -0.72
H 0.5016 4.0088 -1.7921  0.17
H 0.5940 2.4045 -1.2588  0.18
H -1.8350 3.3507 -2.1464  0.17
H -1.8227 3.9959 -0.4540  0.18
H -2.9434 2.1081 -0.5570  0.49
H 1.4121 4.0740 0.1257  0.48
C 2.8920 0.0167 -0.4082  -0.09
C 3.5141 -0.8979 0.6351  -0.07
O 4.0822 -0.1119 1.6661  -0.72
O 2.4781 -0.6872 -1.5478  -0.75
H 3.6903 0.6508 -0.7939  0.16
H 2.0472 0.5475 0.0308  0.18
H 4.2376 -1.5287 0.1186  0.16
H 2.7777 -1.5416 1.1161  0.15
H 4.3806 -0.7212 2.3453  0.47
H 1.6857 -0.2180 -1.8192  0.50

Forces on atoms 1 to 3 (eV/Å):
O 0.07 0.17 -0.25
H -0.03 -0.69 0.22
H -0.24 0.34 0.15

HOMO energy: -9.82 eV
LUMO level: 0.005 hartree
Largest force on an atom: 0.0338 Eh/bohr
Gap between HOMO and LUMO: 9.97 eV
Charge: 0
Relative energy (zero: lowest compared OMol25 entry of this formula, charge and spin): 47.9 kcal per mole
SMILES: OCCO.OCCO.OCCO.O.O.O.O

---

# 3
Entry from the OMol25 dataset: a 8-piece molecular cluster, C6H26O7 overall (wB97M-V/def2-TZVPD).

Each line ends with the natural charge from an NBO analysis.
Cartesian coordinates (Å):
C 1.2627 -1.9728 -1.3553  -0.60
C 0.0663 -1.0197 -1.3625  -0.43
C -1.2759 -1.6906 -1.1976  0.00
C -2.1034 -1.1980 -0.2719  -0.20
C -3.5678 -1.4911 -0.1342  -0.66
C -1.6454 -2.7800 -2.1832  -0.66
H 1.3022 -2.6213 -2.2401  0.21
H 2.2045 -1.4363 -1.3655  0.23
H 1.2544 -2.5468 -0.4176  0.18
H 0.0686 -0.3800 -2.2461  0.20
H 0.2908 -0.3233 -0.5383  0.21
H -1.7991 -0.4094 0.3853  0.21
H -3.9317 -1.8135 0.8523  0.22
H -3.9529 -2.1981 -0.8799  0.21
H -4.2062 -0.6188 -0.3170  0.21
H -1.8263 -3.7442 -1.6992  0.23
H -2.5385 -2.5133 -2.7331  0.22
H -0.8158 -2.8315 -2.8979  0.21
H -2.0019 0.5194 2.3826  0.47
H -0.6379 0.7189 2.9358  0.50
O -1.1473 0.0709 2.3878  -1.00
H 1.2608 1.5676 3.3012  0.51
H 0.1713 2.7744 3.2897  0.48
O 0.4080 1.9159 3.6405  -0.99
H 0.4968 -1.3833 2.6578  0.50
H 1.0803 -1.6788 1.2679  0.49
O 1.3214 -1.3903 2.1558  -0.97
H -1.6115 2.3944 -3.1885  0.47
H -1.2393 1.0043 -3.0271  0.47
O -0.8637 1.8170 -3.4048  -0.93
H 3.2492 0.5199 2.7898  0.49
H 2.0266 0.2649 1.8773  0.52
O 2.5710 0.9803 2.2867  -0.99
H 0.8568 1.7510 -2.4149  0.48
H 2.1912 2.2810 -2.0310  0.47
O 1.7793 1.4553 -2.3161  -0.97
H 2.2541 2.5979 0.9356  0.50
H 1.1000 3.6966 0.7234  0.47
O 1.9942 3.4278 0.5235  -0.97

Forces on atoms 1 to 3 (eV/Å):
C 0.06 -0.06 -0.32
C 0.73 -0.04 0.65
C -0.29 0.59 0.49

HOMO energy: -8.90 eV
LUMO level: 0.008 hartree
Largest force on an atom: 0.0250 Eh/bohr
Gap between HOMO and LUMO: 9.12 eV
Charge: 0
Relative energy (zero: lowest compared OMol25 entry of this formula, charge and spin): 24.7 kcal per mole
SMILES: C/C=C(\C)CC.O.O.O.O.O.O.O

---

# 4
Entry from the OMol25 dataset: a 7-piece molecular cluster, C6H26O7 overall (wB97M-V/def2-TZVPD).

Each line ends with the natural charge from an NBO analysis.
Cartesian coordinates (Å):
C -3.5452 4.8055 -0.1338  -0.24
O -4.3547 5.5103 0.7337  -0.72
H -4.0992 4.6816 -1.0643  0.18
H -2.6215 5.3277 -0.3831  0.16
H -3.3747 3.8163 0.2911  0.16
H -3.9158 5.5640 1.5858  0.46
C 0.9625 -4.7716 -3.7162  -0.25
O -0.0595 -4.7874 -2.7278  -0.72
H 1.1572 -3.7901 -4.1484  0.16
H 1.8747 -5.2111 -3.3128  0.18
H 0.6478 -5.4125 -4.5399  0.16
H -0.8731 -5.0025 -3.1897  0.46
C 0.9224 -3.2830 3.4812  -0.26
O -0.0480 -2.2386 3.6256  -0.72
H 1.6829 -3.1561 2.7107  0.16
H 1.4996 -3.4681 4.3872  0.18
H 0.3986 -4.1981 3.2049  0.16
H -0.3056 -2.0466 2.7210  0.47
C 3.7776 4.0832 0.7495  -0.64
C 4.7889 2.8952 0.9216  0.11
C 4.2144 1.5449 0.4956  -0.63
O 5.9404 3.1956 0.2219  -0.72
H 4.1621 4.9560 1.2772  0.22
H 2.7946 3.8660 1.1674  0.21
H 3.5419 4.2681 -0.2985  0.20
H 5.0891 2.9174 1.9692  0.17
H 4.9213 0.7309 0.6564  0.22
H 3.8793 1.5192 -0.5413  0.20
H 3.3508 1.3590 1.1342  0.21
H 5.7848 3.4772 -0.6826  0.46
O -1.4392 -0.9879 -0.1886  -0.94
H -2.2382 -0.6701 -0.6092  0.47
H -1.1251 -1.6842 -0.7654  0.47
O -5.2578 -4.2760 0.4526  -0.93
H -5.0115 -4.6090 -0.4103  0.46
H -5.3920 -3.3378 0.3185  0.47
O -5.5488 -0.5016 -1.6516  -0.94
H -5.8651 -1.1081 -2.3212  0.47
H -6.3159 0.0224 -1.4209  0.47

Forces on atoms 1 to 3 (eV/Å):
C 0.12 -0.79 -0.74
O -0.80 1.06 0.87
H 0.00 -0.05 -0.01

HOMO energy: -10.06 eV
LUMO level: 0.003 hartree
Largest force on an atom: 0.0393 Eh/bohr
Gap between HOMO and LUMO: 10.16 eV
Charge: 0
Relative energy (zero: lowest compared OMol25 entry of this formula, charge and spin): 77.2 kcal per mole
SMILES: CC(C)O.CO.CO.CO.O.O.O

---

# 5
Entry from the OMol25 dataset: C6H27N5O2PRb as an isolated structure (wB97M-V/def2-TZVPD).

Each line ends with the natural charge from an NBO analysis.
Cartesian coordinates (Å):
Rb -2.2906 2.0867 -1.8697  0.99
N -1.0890 5.6490 -0.4491  -0.89
H -0.9492 4.6682 -0.2529  0.47
H -0.2239 5.9966 -0.0606  0.44
H -1.9110 6.0841 -0.0553  0.48
H -1.0656 5.5275 -1.4515  0.42
N 1.4555 4.2646 -1.3480  -0.88
H 0.7753 3.8104 -0.7554  0.46
H 0.8479 4.6831 -2.0377  0.40
H 1.9567 3.5021 -1.7810  0.46
H 1.9800 4.9919 -0.8832  0.45
O -0.3683 3.1480 -0.0357  -1.30
H -0.3308 2.4874 0.6832  0.49
O -1.4947 -1.1775 -1.0211  -1.11
P -0.4432 -1.6676 -0.1021  2.35
N 1.1201 -1.7808 -0.7072  -0.79
C 1.8250 -0.5649 -0.8456  -0.41
C 1.5395 -2.9091 -1.4473  -0.43
N -0.8836 -3.2970 0.3979  -0.29
C -0.2407 -3.9609 1.5115  -0.47
C -1.6243 -4.0572 -0.5860  -0.47
N -0.5135 -0.7440 1.3494  -0.77
C 0.6306 -0.6187 2.3015  -0.41
C -1.6320 0.1066 1.5781  -0.40
H 2.3455 -0.5187 -1.8022  0.23
H 2.5712 -0.4800 -0.0556  0.21
H 1.2000 0.3192 -0.7190  0.19
H 1.6923 -3.7587 -0.7818  0.21
H 2.5134 -2.7078 -1.8935  0.25
H 0.8670 -3.1129 -2.2805  0.21
H 0.4431 -3.2443 1.9665  0.24
H -0.9120 -4.3217 2.2908  0.29
H 0.4155 -4.7509 1.1464  0.27
H -1.5973 -3.5534 -1.5522  0.26
H -1.0060 -4.9480 -0.6960  0.26
H -2.6218 -4.3590 -0.2665  0.29
H 0.4098 -0.9020 3.3306  0.23
H 1.3736 -1.2692 1.8400  0.21
H 0.9085 0.4329 2.3711  0.20
H -1.7166 0.1352 2.6644  0.24
H -2.5828 -0.2516 1.1834  0.24
H -1.3737 1.0623 1.1219  0.15

Forces on atoms 1 to 3 (eV/Å):
Rb -0.29 -0.70 -0.03
N 0.68 0.21 -0.62
H -0.59 -2.80 2.07

HOMO energy (alpha / beta): -17.75 / -17.66 eV
LUMO level (alpha / beta): -0.346 / -0.426 hartree
Multiplicity: 2
Largest force on an atom: 0.0746 Eh/bohr
Gap between HOMO and LUMO (alpha / beta): 8.34 / 6.08 eV
Charge: +3
Expectation value of S²: 0.75

---

# 6
Entry from the OMol25 dataset: a 7-piece molecular cluster, C6H27NO6 overall (wB97M-V/def2-TZVPD).

Each line ends with the natural charge from an NBO analysis.
Cartesian coordinates (Å):
C 0.7653 3.0834 0.9291  -0.50
N 0.8574 1.7638 0.3991  -0.11
C 0.6777 1.4664 -1.0157  -0.10
C -0.0676 0.1118 -1.1203  -0.40
C -1.5812 0.2528 -1.4129  -0.39
C -2.1811 -0.9959 -2.0390  -0.64
C 2.0905 1.4808 -1.5919  -0.63
H 0.7645 3.0277 2.0106  0.27
H -0.1738 3.5939 0.6872  0.26
H 1.5068 3.7756 0.5098  0.29
H 1.6441 1.2169 0.7585  0.42
H 0.1060 2.2357 -1.5318  0.24
H 0.3263 -0.5139 -1.9176  0.23
H 0.0590 -0.3823 -0.1527  0.22
H -2.1558 0.6030 -0.5560  0.20
H -1.6305 1.0146 -2.1748  0.18
H -2.5717 -1.7510 -1.3514  0.25
H -1.5209 -1.4890 -2.7543  0.20
H -3.1183 -0.7823 -2.5620  0.24
H 2.7636 0.7298 -1.1570  0.22
H 2.6427 2.4144 -1.4850  0.24
H 2.1117 1.2225 -2.6517  0.29
H -0.4310 0.2191 -3.7736  0.46
H -0.9537 1.6002 -3.8104  0.46
O -0.2303 1.0769 -4.1595  -0.91
H -2.0730 -1.2514 1.7756  0.47
H -2.9718 -2.1360 2.4565  0.47
O -2.6043 -2.0519 1.5629  -0.96
H 2.3202 -3.0662 -0.1800  0.47
H 2.8414 -2.0411 0.7554  0.46
O 2.6103 -2.9770 0.7377  -0.92
H -2.6318 0.6794 2.1307  0.49
H -1.2733 0.8266 1.5952  0.45
O -1.7153 0.4379 2.3439  -0.91
H 1.8520 -1.4744 3.2316  0.49
H 0.8136 -0.9198 4.2050  0.48
O 1.6877 -0.7607 3.8422  -0.97
H -0.2744 -3.2924 2.5458  0.48
H 1.0582 -3.8226 2.1924  0.49
O 0.6607 -3.1252 2.7285  -0.97

Forces on atoms 1 to 3 (eV/Å):
C -1.45 0.56 0.67
N 1.14 1.01 -1.41
C -0.35 -0.24 -0.30

HOMO energy (alpha / beta): -13.51 / -13.51 eV
LUMO level (alpha / beta): -0.110 / -0.291 hartree
Multiplicity: 2
Largest force on an atom: 0.0405 Eh/bohr
Gap between HOMO and LUMO (alpha / beta): 10.51 / 5.59 eV
Charge: +1
Relative energy (zero: lowest compared OMol25 entry of this formula, charge and spin): 0.0 kcal per mole
Expectation value of S²: 0.75

---

# 7
Entry from the OMol25 dataset: a 7-piece molecular cluster, C6H27NO6 overall (wB97M-V/def2-TZVPD).

Each line ends with the natural charge from an NBO analysis.
Cartesian coordinates (Å):
C -1.5403 0.2351 0.4514  -0.39
C -1.8310 -0.5480 -0.7741  -0.24
C -3.3643 -0.3516 -1.0135  -0.61
C -1.4870 -2.0096 -0.4567  -0.62
C 0.0421 0.3481 0.8598  -0.33
N 0.1783 0.5139 2.3270  -0.17
C 1.6203 0.6666 2.5378  -0.50
H -2.0560 -0.2035 1.3428  0.21
H -1.9485 1.2913 0.3647  0.23
H -1.1759 -0.0369 -1.5675  0.18
H -3.4909 -0.0444 -2.0294  0.23
H -3.8535 0.3014 -0.3039  0.22
H -3.8661 -1.4062 -0.9263  0.23
H -1.8336 -2.4156 0.5275  0.21
H -0.4160 -1.9871 -0.4059  0.20
H -1.8599 -2.6617 -1.2808  0.24
H 0.5361 -0.6076 0.4329  0.31
H 0.5070 1.2165 0.2685  0.26
H -0.1412 -0.4067 2.7524  0.44
H 2.2385 -0.2445 2.6454  0.34
H 1.6847 0.7568 3.6365  0.27
H 1.9489 1.6171 2.0860  0.25
H 2.1579 -0.3877 -1.7087  0.46
H 3.2022 -0.5682 -2.5178  0.48
O 2.9570 -0.7529 -1.5863  -0.95
H 2.3318 -2.7988 -1.0818  0.50
H 1.5911 -3.7177 0.0165  0.48
O 1.5454 -3.1467 -0.7827  -0.97
H -0.0823 2.7682 2.0190  0.44
H 0.3503 3.9145 1.1339  0.48
O -0.5233 3.4859 1.4447  -0.91
H -1.0779 3.8884 -1.0815  0.48
H -1.7346 2.5187 -1.3002  0.46
O -1.2904 3.2154 -1.6661  -0.94
H 0.8592 -2.3523 1.4758  0.49
H 2.3884 -2.2812 1.7877  0.49
O 1.5369 -2.2220 2.1210  -0.96
H 0.3304 -0.1814 -2.9451  0.47
H 0.3457 1.1626 -2.4051  0.48
O 0.9214 0.5733 -2.8872  -0.93

Forces on atoms 1 to 3 (eV/Å):
C 1.29 2.06 2.30
C -0.85 0.43 0.56
C 0.16 -2.95 -0.27

HOMO energy (alpha / beta): -14.49 / -14.48 eV
LUMO level (alpha / beta): -0.111 / -0.318 hartree
Multiplicity: 2
Largest force on an atom: 0.1338 Eh/bohr
Gap between HOMO and LUMO (alpha / beta): 11.46 / 5.81 eV
Charge: +1
Relative energy (zero: lowest compared OMol25 entry of this formula, charge and spin): 60.7 kcal per mole
Expectation value of S²: 0.76

---

# 8
Entry from the OMol25 dataset: a 8-piece molecular cluster, C6H27NO7 overall (wB97M-V/def2-TZVPD).

Each line ends with the natural charge from an NBO analysis.
Cartesian coordinates (Å):
C 1.7349 -2.9888 1.7219  -0.60
C 0.2878 -2.9571 1.2263  -0.43
C -0.0554 -1.6039 0.6333  -0.29
C -1.2964 -1.1462 0.4977  0.00
N -1.5876 0.1662 0.0461  -0.70
C -2.8518 0.3272 -0.6910  -0.21
C -2.7161 1.3448 -1.8054  -0.62
H 1.9080 -3.9439 2.2259  0.21
H 1.9104 -2.2006 2.4594  0.20
H 2.4663 -2.8820 0.9225  0.20
H 0.1111 -3.7509 0.5050  0.20
H -0.3658 -3.1460 2.0817  0.21
H 0.7804 -0.9734 0.3408  0.21
H -2.1660 -1.7221 0.7792  0.19
H -0.8053 0.6105 -0.4508  0.43
H -3.6300 0.6463 0.0230  0.18
H -3.2202 -0.6373 -1.0476  0.18
H -2.3756 2.3090 -1.4276  0.21
H -1.9855 1.0194 -2.5480  0.21
H -3.6647 1.4782 -2.3132  0.22
H 2.6113 -0.2387 -3.6766  0.48
H 1.0661 -0.6315 -3.5463  0.51
O 1.7162 0.1109 -3.5964  -0.99
H 0.5206 3.6213 0.5437  0.46
H 0.9057 3.0270 -0.8066  0.50
O 1.0709 3.8071 -0.2307  -0.98
H 0.2902 -2.7312 -2.5157  0.49
H -0.4385 -1.4209 -2.2063  0.49
O -0.0602 -1.9195 -2.9398  -0.95
H 1.5376 0.5315 3.6082  0.48
H 0.3815 1.3907 3.0161  0.51
O 1.3650 1.3384 3.1140  -0.99
H -1.4753 0.9989 1.7996  0.50
H -1.9069 2.1719 2.6940  0.48
O -1.3563 1.3838 2.6915  -0.98
H 1.1939 0.9170 -2.0997  0.51
H 1.5434 1.1628 -0.5837  0.51
O 0.7970 1.2241 -1.2431  -1.05
H 2.7598 2.4118 0.5046  0.49
H 2.2959 1.4359 1.5989  0.51
O 2.7035 1.4592 0.6950  -1.00

Forces on atoms 1 to 3 (eV/Å):
C -0.26 -0.42 0.32
C 0.15 0.71 0.16
C 0.01 -0.55 0.12

HOMO energy: -8.36 eV
LUMO level: 0.015 hartree
Largest force on an atom: 0.0215 Eh/bohr
Gap between HOMO and LUMO: 8.76 eV
Charge: 0
Relative energy (zero: lowest compared OMol25 entry of this formula, charge and spin): 0.0 kcal per mole
SMILES: CC/C=C/NCC.O.O.O.O.O.O.O

---

- Which value of charge does entry 3 give?
  0